Run A
Entry from the Open Molecules 2025 dataset: a 2-piece molecular cluster, C13H19N overall (wB97M-V/def2-TZVPD).

Last column: Löwdin charge in e.
Cartesian coordinates (Å):
H -0.211 4.100 -2.160  0.09
C -1.287 2.389 -0.286  -0.11
H -1.526 4.072 2.687  0.08
C -1.302 0.850 -1.971  -0.06
H -3.389 0.302 1.554  0.12
C -2.775 1.165 1.261  -0.03
C -2.501 2.175 2.190  -0.07
H 3.131 -1.081 0.454  0.07
C 1.731 -2.598 0.411  -0.54
C -1.239 3.510 0.622  -0.03
C -0.805 2.095 -1.651  -0.24
C 1.522 -3.305 -0.894  -0.11
H 1.089 -1.758 0.321  0.10
H 1.390 -2.452 -1.772  0.14
H -0.559 4.321 0.308  0.10
H -1.239 0.476 -2.917  0.09
C -1.672 3.334 1.939  -0.07
H 1.176 2.783 -2.297  0.10
C 1.257 -3.486 1.529  -0.11
H 1.726 -4.500 1.390  0.09
H 1.600 -3.049 2.617  0.13
H 0.180 -3.572 1.580  0.06
H 2.304 -4.066 -1.237  0.10
H -0.203 2.901 -3.513  0.08
C -2.038 1.245 0.138  -0.23
N -1.981 0.297 -0.904  0.08
H 3.764 -2.535 -0.253  0.07
H -2.713 -0.302 -1.132  0.12
H 0.710 -3.859 -0.785  0.00
H -2.966 2.134 3.080  0.05
C 0.058 3.020 -2.437  -0.07
H 3.599 -2.457 1.535  0.07
C 3.169 -2.149 0.589  -0.08

Calculated values
SMILES = Cc1c[nH]c2ccccc12.CC(C)C
orbital gap = 8.6 eV
LUMO level = 0.784 eV

Run B
Entry from the Open Molecules 2025 dataset: a 2-piece molecular cluster, C13H19N overall (wB97M-V/def2-TZVPD).

Last column: Löwdin charge in e.
Cartesian coordinates (Å):
H 0.588 -0.853 -0.935  0.04
C 0.398 -1.791 -1.439  -0.10
H 1.376 2.032 -3.536  0.10
H 1.752 0.582 2.737  0.11
H -1.932 0.850 2.031  0.12
C 2.042 1.435 -0.280  -0.04
H 3.267 1.932 -1.939  0.10
C -1.101 -2.004 -1.651  -0.31
H -1.164 -2.890 0.312  0.06
H -0.269 0.579 4.211  0.08
H -2.542 -1.905 0.130  0.06
C 0.118 -0.285 3.658  -0.11
H 0.801 -0.842 4.287  0.07
C 2.260 1.690 -1.615  -0.10
H -2.409 -3.442 -0.736  0.06
C -1.870 -2.538 -0.451  -0.12
H -1.462 -1.041 -2.045  0.09
C -0.103 2.131 -1.974  -0.03
N -1.474 1.798 0.124  0.08
C 0.140 0.928 1.407  -0.19
C -0.340 1.858 -0.633  -0.23
H -0.877 2.338 -2.699  0.10
H -0.836 -0.780 3.435  0.07
H 0.844 -1.655 -2.420  0.07
C -1.195 1.152 1.310  -0.05
H -1.313 -2.631 -2.523  0.09
H 0.880 -2.626 -0.930  0.07
C 1.179 1.964 -2.469  -0.10
C 0.882 0.048 2.369  -0.20
C 0.722 1.408 0.176  -0.17
H -2.348 2.170 -0.202  0.15
H 2.856 1.267 0.417  0.11
H 1.129 -0.879 1.872  0.11

Calculated values
SMILES = CCc1c[nH]c2ccccc12.CCC
orbital gap = 8.8 eV
LUMO level = 0.924 eV

Last place for stability: run A

Run A
Entry from the Open Molecules 2025 dataset: a 2-piece molecular cluster, C3H10N2S overall (wB97M-V/def2-TZVPD).

Last column: Löwdin charge in e.
Cartesian coordinates (Å):
N 1.936 0.745 -0.970  -0.39
H -0.603 -3.197 3.644  0.01
H -1.062 -1.742 2.749  0.01
H 1.003 2.118 0.625  0.05
H -0.940 1.265 -2.895  0.03
H 2.497 0.053 -0.496  -0.03
N -0.596 1.376 -0.432  -0.25
C -0.074 2.135 0.413  -0.14
H -1.944 -3.251 2.493  0.01
S 0.494 0.246 -1.245  0.83
H 0.389 0.339 -3.647  0.04
H -0.687 2.850 0.942  0.07
H 0.726 1.933 -2.926  0.05
C 0.119 1.035 -2.860  -0.26
H -0.285 -3.086 1.908  0.01
C -0.973 -2.820 2.699  -0.04

Calculated values
orbital gap = 9.8 eV
LUMO level = 0.752 eV

Run B
Entry from the Open Molecules 2025 dataset: a 2-piece molecular cluster, C3H10N2S overall (wB97M-V/def2-TZVPD).

Last column: Löwdin charge in e.
Cartesian coordinates (Å):
C 1.768 0.669 0.374  -0.58
S 3.128 -0.564 0.095  0.66
N -2.298 -1.191 -0.751  0.04
H 2.311 -1.550 -0.106  -0.19
C 1.094 0.905 -1.090  -0.19
H 1.944 1.064 -1.800  0.05
H 0.361 -0.028 -1.292  0.09
H 2.331 1.642 0.623  0.08
H -3.197 -1.625 -0.963  0.03
C -2.469 -0.504 0.338  -0.32
H 0.539 1.870 -0.984  0.06
H -3.397 -0.460 0.835  0.09
H -1.431 0.359 1.928  0.11
H -0.434 -0.690 0.708  0.07
H 1.023 0.290 1.033  -0.01
N -1.273 -0.188 1.051  0.03

Calculated values
SMILES = [H]/N=C/N.CCS
orbital gap = 9.7 eV
LUMO level = 0.791 eV

Last place for stability: run A

Run A
Entry from the Open Molecules 2025 dataset: a 2-piece molecular cluster, C3H10N2S overall (wB97M-V/def2-TZVPD).

Last column: Löwdin charge in e.
Cartesian coordinates (Å):
H 2.745 -1.120 -1.715  0.03
C 3.079 -0.121 -1.421  -0.43
H 0.660 0.775 -0.517  0.04
C -2.316 0.026 0.451  -0.37
S 2.886 0.064 0.397  0.69
H 0.555 -0.624 0.751  0.03
C 1.025 0.350 0.453  -0.42
H -3.149 -0.955 2.043  0.06
H -4.048 0.443 1.691  0.10
H 4.101 0.027 -1.730  0.02
N -2.381 -0.836 -0.517  0.09
H -1.720 -0.456 -1.205  0.03
N -3.221 -0.138 1.484  0.02
H 0.883 1.056 1.265  0.01
H 2.502 0.669 -1.891  0.02
H -1.601 0.841 0.461  0.08

Calculated values
SMILES = [H]/N=C/N.CSC
orbital gap = 9.5 eV
LUMO level = 0.866 eV

Run B
Entry from the Open Molecules 2025 dataset: a 2-piece molecular cluster, C3H10N2S overall (wB97M-V/def2-TZVPD).

Last column: Löwdin charge in e.
Cartesian coordinates (Å):
H 1.529 1.187 -0.439  0.16
C -0.886 -1.104 -2.308  -0.85
N 0.694 0.629 -0.554  0.16
H 0.050 1.084 -1.204  0.15
H 1.617 1.209 1.819  0.13
H -1.370 -0.364 -1.664  -0.04
S -2.074 -1.581 -3.596  0.07
H -0.883 -0.180 0.713  0.12
C 0.681 0.655 1.863  -0.19
H -0.611 -0.154 3.163  0.10
H 0.093 -0.795 -2.740  -0.02
H -0.552 -1.973 -1.708  0.00
C 0.044 0.372 0.723  -0.10
H 0.425 0.966 3.855  0.10
H 0.949 -0.242 -1.046  0.13
N 0.294 0.290 3.125  0.08

Calculated values
orbital gap = 4.6 eV
LUMO level = -0.646 eV

Last place for stability: run B

Run A
Entry from the Open Molecules 2025 dataset: a 2-piece molecular cluster, C3H10N2S overall (wB97M-V/def2-TZVPD).

Last column: Löwdin charge in e.
Cartesian coordinates (Å):
H -1.069 0.913 -0.014  -0.14
C 1.180 -1.236 -1.577  -0.22
H 2.778 -1.804 -0.486  0.08
H 0.826 -1.176 -2.601  0.11
S -1.412 2.287 0.538  0.49
H -1.673 -0.944 -0.268  0.11
H -0.698 2.905 2.745  0.01
H -2.264 2.052 2.801  0.01
H 0.747 -0.890 0.442  0.11
N -0.954 -0.406 -0.736  -0.04
H -0.772 1.141 2.591  0.01
H 2.880 -2.222 -2.075  0.08
N 2.544 -1.521 -1.429  0.03
C -1.275 2.075 2.346  -0.53
C 0.368 -0.919 -0.573  -0.20
H -1.206 -0.254 -1.704  0.11

Calculated values
SMILES = N/C=C/N.CS
orbital gap = 8.5 eV
LUMO level = 0.817 eV

Run B
Entry from the Open Molecules 2025 dataset: one molecule with the formula C3H10N2S (wB97M-V/def2-TZVPD).

Last column: Löwdin charge in e.
Cartesian coordinates (Å):
C 1.428 -0.115 -0.270  -0.53
H 2.008 0.709 0.147  0.08
N -1.963 0.436 1.317  0.00
S 2.100 -0.463 -1.942  0.70
H -0.222 0.981 -1.024  0.12
H -1.665 -1.235 -0.425  0.06
H 0.019 -0.047 1.786  0.11
H -2.497 0.365 0.453  0.06
C -0.537 0.534 1.039  -0.26
N -0.761 -1.045 -0.804  0.04
H -0.403 -1.537 -1.602  0.05
H -2.328 1.302 1.698  0.07
H 3.367 -0.573 -1.558  -0.16
C -0.055 0.146 -0.375  -0.49
H -0.153 1.544 1.238  0.11
H 1.662 -1.000 0.323  0.08

Calculated values
SMILES = NC[C@H](N)CS
orbital gap = 9.8 eV
LUMO level = 0.947 eV

Last place for stability: run A